{
  "formula": "C9H9NO2",
  "method": "wB97M-V/def2-TZVPD",
  "elements": ["C", "C", "C", "N", "C", "C", "H", "H", "H", "H", "H", "C", "C", "C", "H", "H", "H", "H", "O", "C", "O"],
  "xyz": [[3.4074, -0.2269, 0.4154], [2.5481, 0.2005, -0.5229], [1.1563, 0.0409, -0.2178], [0.7360, -0.4071, 0.9435], [1.6418, -0.6621, 1.8624], [2.9621, -0.6050, 1.6535], [4.4939, -0.0712, 0.1930], [2.7521, 0.5983, -1.5734], [0.3387, 0.1690, -0.9169], [1.2317, -0.8434, 2.8761], [3.6260, -0.5674, 2.5619], [-2.8606, 1.2709, -2.0742], [-2.0773, 1.1123, -1.0310], [-1.5097, 1.9090, -2.1664], [-3.8993, 1.0062, -2.2980], [-2.0685, 0.7106, -0.0406], [-0.7826, 1.4566, -2.9199], [-1.3107, 2.9827, -2.0863], [-4.5186, -3.0776, 2.0113], [-3.4686, -2.6978, 1.7362], [-2.3983, -2.2983, 1.5940]],
  "nbo_charge": [-0.1820, -0.2607, 0.0478, -0.4280, 0.0302, -0.2677, 0.2176, 0.2282, 0.2013, 0.1895, 0.2247, -0.2038, -0.2080, -0.4120, 0.2306, 0.2401, 0.1691, 0.1832, -0.5152, 1.0167, -0.5016],
  "smiles": "c1ccncc1.C1=CC1.O=C=O",
  "total_energy_ha": -553.474354,
  "de_lowest_kj_mol": 371.8,
  "lumo_ev": 0.559,
  "charge": 0,
  "orbital_gap_ev": 9.8
}

---

{
  "formula": "C9H9NO2S",
  "method": "wB97M-V/def2-TZVPD",
  "elements": ["C", "C", "C", "C", "C", "C", "C", "C", "C", "N", "O", "O", "S", "H", "H", "H", "H", "H", "H", "H", "H", "H"],
  "xyz": [[3.2859, -0.6073, -0.1795], [2.5359, -1.6634, 0.2232], [2.5779, 0.6708, -0.5477], [1.1283, -1.5806, 0.4029], [1.2492, 0.8550, -0.0960], [0.7099, -0.3218, 0.4211], [0.3546, 1.9924, -0.0660], [-0.8799, 1.8927, 0.4898], [-1.4605, 0.5872, 0.9164], [-3.7176, -0.1983, -0.3378], [-1.5114, -0.3183, -1.5916], [-1.9858, -1.9021, 0.2484], [-2.1210, -0.5424, -0.2834], [4.3306, -0.5735, -0.3711], [3.1686, -2.5387, 0.4833], [3.1986, 1.3314, -1.1658], [0.4387, -2.4423, 0.6262], [0.5700, 2.9825, -0.5034], [-1.5330, 2.8633, 0.6887], [-2.0453, 0.3487, 1.7723], [-4.2033, -0.7662, 0.2317], [-4.0905, -0.0691, -1.3617]],
  "nbo_charge": [-0.2170, -0.2044, -0.1612, -0.3267, -0.2162, 0.2636, -0.1600, -0.2143, -0.4838, -1.0843, -0.9483, -0.9642, 2.2542, 0.2196, 0.2253, 0.2199, 0.2805, 0.2289, 0.2285, 0.2333, 0.3949, 0.4316],
  "total_energy_ha": -951.592171,
  "de_lowest_kj_mol": 344.9,
  "lumo_ev": [-0.205, -0.202],
  "charge": 0,
  "orbital_gap_ev": [8.4, 8.4]
}

---

{
  "formula": "C9H9NOS2",
  "method": "wB97M-V/def2-TZVPD",
  "elements": ["C", "C", "N", "C", "C", "C", "C", "C", "C", "O", "C", "S", "S", "H", "H", "H", "H", "H", "H", "H", "H", "H"],
  "xyz": [[2.7140, -0.7222, 1.3897], [1.4268, -0.3068, 0.7759], [0.3471, -0.9053, 1.1037], [-0.8448, -0.6879, 0.4068], [-0.8500, -0.4175, -0.9652], [-2.0344, -0.2071, -1.6404], [-3.2413, -0.2836, -0.9653], [-3.2497, -0.5986, 0.3838], [-2.0651, -0.8045, 1.0688], [1.5343, 0.8620, -0.1150], [2.5412, 1.5432, -0.8202], [3.8925, 0.8796, -1.4035], [2.1020, 3.2271, -0.9319], [3.3516, -1.1616, 0.6219], [3.2427, 0.1280, 1.8179], [2.5135, -1.4629, 2.1585], [0.0837, -0.3833, -1.5079], [-2.0110, 0.0213, -2.6960], [-4.1670, -0.1071, -1.4930], [-4.1917, -0.6805, 0.9054], [-2.0780, -1.0416, 2.1212], [0.9835, 3.1092, -0.2155]],
  "nbo_charge": [-0.6920, 0.6259, -0.4488, 0.0968, -0.1786, -0.2222, -0.2184, -0.2045, -0.2144, -0.5979, -0.0051, -0.0115, 0.1256, 0.2501, 0.2309, 0.2457, 0.2097, 0.2140, 0.2132, 0.2137, 0.2208, 0.1470],
  "smiles": "C/C(=N/c1ccccc1)OC(=S)S",
  "total_energy_ha": -1274.681841,
  "de_lowest_kj_mol": 0.6,
  "lumo_ev": -0.256,
  "charge": 0,
  "orbital_gap_ev": 8.5
}

---

{
  "formula": "C9H9OP",
  "method": "wB97M-V/def2-TZVPD",
  "elements": ["C", "C", "C", "C", "C", "C", "C", "C", "C", "O", "P", "H", "H", "H", "H", "H", "H", "H", "H", "H"],
  "xyz": [[2.8579, -0.8034, -0.0618], [2.2712, 0.2428, 0.6408], [1.9878, -1.7524, -0.5601], [0.9362, 0.4348, 0.7905], [0.6603, -1.6028, -0.5216], [0.1779, -0.4562, 0.0621], [-1.1707, -0.0683, -0.0827], [-2.0455, 0.8895, -0.2970], [-1.6995, 2.3573, -0.0816], [-3.1997, 0.2032, -0.1608], [-3.1162, -1.2830, 0.1639], [3.9704, -0.9059, -0.1220], [3.0358, 0.7190, 1.2245], [2.3757, -2.7239, -0.8724], [0.5842, 1.0779, 1.5388], [0.0658, -2.4214, -0.8578], [-1.4855, 3.1586, -0.8297], [-2.3738, 2.5095, 0.8532], [-0.7521, 2.3280, 0.3117], [-3.0802, -1.9033, -1.1380]],
  "nbo_charge": [-0.2172, -0.1953, -0.1931, -0.2302, -0.1991, -0.1077, -0.0877, 0.2451, -0.6651, -0.8251, 0.7790, 0.2195, 0.2069, 0.2081, 0.2214, 0.2251, 0.2470, 0.2403, 0.2251, -0.0969],
  "total_energy_ha": -764.748067,
  "de_lowest_kj_mol": 359.6,
  "lumo_ev": -0.058,
  "charge": 0,
  "orbital_gap_ev": 7.8
}

---

{
  "formula": "CBr2N2O4",
  "method": "wB97M-V/def2-TZVPD",
  "elements": ["C", "N", "N", "O", "O", "O", "O", "Br", "Br"],
  "xyz": [[1.2473, 0.1794, -0.3293], [0.2879, -0.2350, -1.1720], [-0.6682, 0.1727, 1.3479], [0.2365, -1.4656, -1.4083], [-1.1952, 1.1132, 1.0293], [-0.5584, 0.5870, -1.5061], [-0.6216, -0.8347, 1.8624], [1.5247, 2.0205, -0.1199], [2.4244, -0.9911, 0.4906]],
  "nbo_charge": [-0.1546, 0.3401, 0.6017, -0.4078, -0.1968, -0.3900, -0.2212, 0.2000, 0.2287],
  "total_energy_ha": -5596.289885,
  "de_lowest_kj_mol": 218.2,
  "lumo_ev": [-0.828, -2.525],
  "charge": 0,
  "orbital_gap_ev": [8.6, 6.6]
}

---

{
  "formula": "CBr2O2",
  "method": "wB97M-V/def2-TZVPD",
  "elements": ["C", "O", "O", "Br", "Br"],
  "xyz": [[0.4123, 0.1567, 0.0332], [1.0008, -0.7824, 0.7686], [1.1004, -0.7402, -0.6743], [-3.1231, -0.5884, -0.1180], [0.6096, 1.9543, -0.0096]],
  "nbo_charge": [0.3673, -0.2265, -0.2304, -0.0676, 0.1572],
  "total_energy_ha": -5336.368032,
  "de_lowest_kj_mol": 520.9,
  "lumo_ev": [-1.204, -3.503],
  "charge": 0,
  "orbital_gap_ev": [10.0, 5.8]
}

---

{
  "formula": "CBrClI2",
  "method": "wB97M-V/def2-TZVPD",
  "elements": ["C", "Cl", "Br", "I", "I"],
  "xyz": [[0.2378, 0.1315, 0.2054], [0.9594, -1.2150, -0.5034], [0.9894, 1.7916, -0.2128], [-5.3958, 0.0488, -0.1978], [-1.8936, 0.1006, 0.3914]],
  "nbo_charge": [-0.4059, 0.1802, 0.2476, -0.5155, 0.4936],
  "total_energy_ha": -3667.579817,
  "de_lowest_kj_mol": 196.8,
  "lumo_ev": [-3.765, -3.763],
  "charge": 0,
  "orbital_gap_ev": [4.4, 4.4]
}

---

{
  "formula": "CBrF2O3S",
  "method": "wB97M-V/def2-TZVPD",
  "elements": ["C", "O", "O", "O", "F", "F", "S", "Br"],
  "xyz": [[-0.5792, -2.1870, 0.5949], [-0.1415, 2.3452, 0.5000], [1.9760, 1.2309, -0.0161], [0.0552, 0.9791, -1.5528], [-1.7695, -1.8031, 0.8361], [0.1977, 0.0732, 1.0169], [0.5684, 1.2966, -0.1790], [-0.3071, -1.9349, -1.2001]],
  "nbo_charge": [0.2534, -0.9780, -0.9732, -0.9663, -0.3280, -0.5936, 2.5409, 0.0449],
  "total_energy_ha": -3435.748800,
  "de_lowest_kj_mol": 168.6,
  "lumo_ev": 3.290,
  "charge": -1,
  "orbital_gap_ev": 9.2
}